This record from OMol25 describes C50H144F6NO28S2Sn as an isolated structure in a non-equilibrium geometry. The level of theory is ωB97M-V/def2-TZVPD.

Structure (XYZ):
```
232
Properties=species:S:1:pos:R:3:forces:R:3
Sn -8.625 -9.955 -19.425 0.5 0.0 1.4
C -5.275 -13.339 -18.237 -0.2 0.8 0.8
F -4.152 -12.716 -18.483 0.4 -0.1 -0.1
F -5.895 -13.570 -19.394 -0.1 -0.2 0.6
F -5.061 -14.462 -17.554 -0.2 0.3 -0.7
S -6.336 -12.234 -17.066 -1.8 -1.8 0.4
O -7.722 -12.603 -17.324 0.6 0.8 -0.8
O -5.915 -12.562 -15.712 0.1 1.0 -2.0
N -6.138 -10.597 -17.723 -3.2 -4.1 -2.6
S -5.253 -10.029 -16.665 5.3 4.3 5.9
O -5.966 -9.763 -15.422 0.5 0.0 -0.9
O -3.958 -10.730 -16.569 -1.8 1.3 -0.4
C -4.845 -8.199 -17.247 0.3 -2.0 -0.6
F -3.970 -7.587 -16.433 -1.1 -0.6 -0.6
F -4.282 -8.304 -18.490 -0.7 0.5 0.9
F -5.997 -7.533 -17.331 0.6 0.2 0.1
C -5.164 -6.182 -20.822 0.5 0.7 -1.6
C -6.380 -6.989 -21.273 1.5 0.3 1.0
O -7.167 -7.162 -20.106 -0.9 -2.0 0.2
H -4.546 -5.913 -21.678 -0.2 0.2 -0.5
H -4.387 -6.637 -20.208 -0.8 -0.4 0.6
H -5.535 -5.234 -20.433 0.2 0.0 0.4
H -6.039 -7.967 -21.611 -0.4 -0.1 0.0
H -6.938 -6.498 -22.071 0.0 0.1 0.0
H -7.527 -6.335 -19.779 -0.1 0.5 -0.3
C -0.641 -9.675 -17.289 -0.4 -0.3 -0.4
C -1.357 -8.776 -18.316 0.6 -0.7 1.0
O -0.401 -8.101 -19.102 -0.3 0.0 -0.9
H 0.224 -9.223 -16.803 -0.5 0.5 0.3
H -0.196 -10.552 -17.759 -0.2 -0.1 -0.4
H -1.404 -10.055 -16.610 0.2 0.1 0.5
H -2.047 -8.060 -17.869 0.3 0.1 0.4
H -1.993 -9.423 -18.920 0.2 0.1 -0.5
H 0.040 -7.502 -18.496 0.1 0.2 0.2
C -9.114 -7.336 -15.457 0.3 -1.1 -0.2
C -9.378 -8.830 -15.134 0.6 1.5 -0.2
O -9.532 -9.538 -16.385 0.0 0.6 -0.1
H -9.078 -6.696 -14.575 0.1 -0.2 0.1
H -9.898 -6.964 -16.116 0.0 0.0 -0.1
H -8.146 -7.305 -15.957 0.0 0.4 -0.1
H -10.244 -8.801 -14.473 -0.5 -0.8 -0.4
H -8.542 -9.260 -14.581 0.1 0.0 0.0
H -10.052 -10.326 -16.213 -0.3 -0.5 0.2
C -8.595 -13.177 -22.937 -1.0 -0.1 -1.6
C -7.794 -13.063 -21.709 1.0 -0.7 0.1
O -8.600 -12.969 -20.561 -0.2 1.9 0.7
H -7.978 -13.126 -23.834 0.1 0.1 0.0
H -9.333 -12.378 -23.009 0.1 0.4 0.1
H -9.204 -14.074 -23.051 0.2 -0.3 0.4
H -7.112 -12.218 -21.814 -0.2 0.2 0.5
H -7.156 -13.928 -21.531 0.2 -0.2 -0.5
H -9.076 -13.801 -20.506 -0.5 -0.6 0.4
C -7.871 -4.644 -17.583 -1.1 0.8 -0.6
C -8.179 -3.751 -18.814 0.1 0.4 0.5
O -8.576 -4.532 -19.919 -0.1 -1.7 -0.9
H -8.680 -5.355 -17.414 -0.2 0.0 -0.2
H -7.901 -3.978 -16.721 0.6 -0.2 0.2
H -6.965 -5.249 -17.632 0.2 0.5 -0.1
H -7.336 -3.132 -19.121 0.4 -0.1 0.3
H -9.016 -3.062 -18.698 0.1 0.1 1.0
H -8.782 -3.977 -20.676 0.1 0.1 0.0
C -1.057 -6.395 -22.508 -0.1 -0.9 -1.1
C -1.584 -7.866 -22.509 1.1 0.6 0.5
O -0.655 -8.726 -21.864 -0.5 -0.2 -0.3
H -0.165 -6.339 -23.132 0.2 -0.1 0.1
H -0.784 -6.045 -21.512 -0.3 -0.1 0.1
H -1.760 -5.726 -23.004 -0.3 0.1 0.3
H -1.676 -8.326 -23.492 -0.2 0.6 -0.2
H -2.561 -7.876 -22.025 -0.3 -0.2 0.2
H -0.630 -8.516 -20.928 0.3 0.2 0.5
C -0.784 -12.842 -14.653 -1.1 -0.1 -0.9
C -1.805 -13.371 -15.678 0.6 -0.1 0.2
O -1.147 -14.200 -16.619 0.4 -0.4 -0.4
H -0.387 -13.609 -13.988 -0.1 0.0 0.0
H -1.315 -12.063 -14.105 0.5 0.1 0.3
H 0.020 -12.427 -15.261 0.1 0.2 0.3
H -2.231 -12.543 -16.243 -0.2 0.2 0.3
H -2.593 -13.998 -15.260 -0.3 0.5 0.5
H -1.599 -15.046 -16.587 0.0 -0.5 -0.4
C -11.985 -13.015 -19.467 -0.1 -0.4 0.5
C -11.251 -12.519 -18.230 -0.6 -0.1 -0.9
O -11.152 -11.098 -18.364 1.3 0.8 -0.1
H -12.119 -14.095 -19.409 0.2 -0.1 -0.3
H -11.394 -12.719 -20.333 -0.1 -0.3 -0.1
H -12.987 -12.593 -19.549 0.0 0.2 0.0
H -10.241 -12.928 -18.251 0.0 0.2 0.3
H -11.758 -12.725 -17.288 0.1 -0.3 0.0
H -12.032 -10.719 -18.310 -0.1 0.1 0.0
C -7.300 -9.879 -11.792 0.5 0.2 0.6
C -7.196 -11.324 -12.232 0.0 0.2 -1.0
O -6.183 -11.996 -11.520 0.1 0.4 0.4
H -7.284 -9.834 -10.703 -0.4 0.0 0.1
H -8.141 -9.314 -12.194 -0.2 -0.3 0.0
H -6.410 -9.318 -12.079 0.1 -0.2 -0.2
H -6.908 -11.337 -13.283 -0.2 0.0 -0.4
H -8.123 -11.891 -12.145 -0.3 0.2 0.2
H -6.421 -12.926 -11.534 0.1 -0.4 0.3
C -4.463 -10.415 -22.559 -0.2 0.2 0.8
C -4.410 -10.451 -21.028 1.0 -1.0 -0.7
O -5.721 -10.623 -20.505 -1.3 0.7 -0.1
H -4.923 -9.472 -22.853 -0.1 -0.1 -0.4
H -5.053 -11.270 -22.890 -0.2 0.1 -0.1
H -3.496 -10.510 -23.052 0.1 0.2 0.4
H -3.894 -9.610 -20.563 -0.2 0.3 -0.2
H -3.879 -11.345 -20.701 0.4 -0.1 -0.1
H -5.664 -10.435 -19.565 0.2 -0.2 0.5
C -7.433 -16.691 -23.570 -1.3 -0.1 -0.3
C -8.669 -17.621 -23.819 0.2 0.4 -0.9
O -8.734 -17.957 -25.213 0.9 -0.1 -0.1
H -6.526 -17.094 -24.021 -0.1 -0.4 0.4
H -7.344 -16.496 -22.501 0.3 -0.3 0.1
H -7.531 -15.706 -24.027 -0.4 0.0 -0.2
H -9.660 -17.196 -23.661 0.2 0.7 0.9
H -8.600 -18.512 -23.196 0.2 -0.2 0.0
H -9.532 -18.458 -25.397 0.0 0.0 0.1
C -2.262 -16.843 -14.238 -0.3 0.2 0.1
C -2.568 -17.684 -15.444 0.0 -0.1 -0.4
O -2.750 -16.883 -16.635 0.5 0.1 1.8
H -3.056 -16.120 -14.053 0.1 0.2 -0.1
H -1.304 -16.332 -14.335 0.0 0.0 0.0
H -2.246 -17.500 -13.368 0.2 0.0 0.1
H -3.447 -18.300 -15.254 -0.5 0.2 0.0
H -1.776 -18.428 -15.533 0.4 0.1 -0.5
H -3.054 -17.472 -17.330 0.0 -0.2 -0.8
C -4.159 -15.075 -21.904 -1.2 1.0 0.2
C -3.823 -16.033 -20.788 1.1 0.5 -1.1
O -4.063 -17.372 -21.189 -0.7 -0.5 1.0
H -3.889 -14.076 -21.561 0.2 0.2 -0.2
H -5.240 -15.045 -22.042 -0.3 0.0 0.2
H -3.818 -15.214 -22.930 0.8 -0.5 0.3
H -4.369 -15.762 -19.885 -0.6 -0.6 -0.2
H -2.793 -15.875 -20.470 0.4 -0.3 -0.2
H -3.643 -17.609 -22.019 0.2 0.4 0.0
C -9.087 -16.073 -17.945 0.4 0.2 1.0
C -8.542 -16.189 -19.348 -1.1 0.1 0.1
O -9.525 -15.575 -20.194 0.3 0.7 -0.9
H -10.118 -16.414 -17.856 0.1 -0.4 -0.2
H -9.126 -15.040 -17.601 0.2 0.3 -0.3
H -8.468 -16.569 -17.197 0.0 -0.3 -0.1
H -8.390 -17.216 -19.680 0.1 0.0 0.2
H -7.624 -15.619 -19.496 0.0 -0.1 0.1
H -10.332 -16.090 -20.259 0.1 -0.2 0.2
C -10.946 -13.842 -14.033 -0.5 1.1 0.0
C -10.284 -12.728 -14.839 0.8 -0.4 0.2
O -11.039 -11.501 -14.960 0.3 -0.9 0.0
H -11.957 -13.989 -14.411 0.1 -0.5 0.0
H -11.054 -13.504 -13.003 0.0 0.0 0.2
H -10.321 -14.734 -14.015 -0.2 -0.1 -0.3
H -9.998 -13.070 -15.834 -0.3 0.2 -0.1
H -9.336 -12.518 -14.343 0.2 0.3 -0.1
H -10.971 -11.105 -14.088 -0.3 0.3 0.1
C -5.250 -1.932 -16.274 -0.5 -0.2 -0.1
C -5.107 -2.394 -14.821 0.8 0.3 -0.5
O -6.174 -3.228 -14.447 -0.6 -0.2 -0.3
H -5.351 -2.747 -16.990 -0.1 -0.4 0.3
H -4.424 -1.348 -16.680 0.1 0.2 0.5
H -6.166 -1.347 -16.359 0.0 0.2 0.0
H -5.067 -1.528 -14.160 0.0 0.2 0.0
H -4.178 -2.941 -14.662 0.3 0.0 -0.2
H -5.833 -3.815 -13.768 0.0 0.0 0.4
C -2.709 -9.584 -13.436 1.1 0.2 -0.7
C -3.398 -10.731 -12.814 -0.2 -0.5 0.1
O -3.967 -10.308 -11.598 -0.3 0.0 -0.1
H -2.352 -9.915 -14.411 0.0 0.3 -0.3
H -1.823 -9.312 -12.862 0.0 0.2 0.1
H -3.355 -8.712 -13.536 -0.1 -0.1 -0.1
H -2.733 -11.580 -12.658 0.4 0.0 0.3
H -4.126 -11.150 -13.508 -0.6 0.2 -0.1
H -4.803 -10.780 -11.578 -0.2 -0.3 0.7
C -5.630 -14.991 -13.395 0.6 -0.1 -0.2
C -7.085 -14.974 -13.064 0.4 -0.2 -1.4
O -7.224 -14.614 -11.728 -0.8 -0.5 1.1
H -5.450 -15.496 -14.345 0.0 0.5 -0.3
H -5.069 -15.591 -12.679 -0.2 0.0 0.3
H -5.224 -13.980 -13.346 0.2 0.0 -0.4
H -7.491 -15.959 -13.294 -0.3 -0.2 0.3
H -7.655 -14.252 -13.648 0.1 0.1 -0.6
H -8.054 -15.045 -11.512 -0.1 0.4 1.0
C -12.050 -6.132 -18.537 0.0 -0.8 -0.9
C -11.360 -7.190 -19.466 -1.0 0.7 1.7
O -9.978 -7.064 -19.265 0.7 -1.0 -0.4
H -13.132 -6.259 -18.559 0.0 0.2 0.0
H -11.774 -5.144 -18.905 -0.2 0.1 0.0
H -11.712 -6.196 -17.503 0.1 -0.3 -0.1
H -11.643 -7.060 -20.511 -0.1 0.1 -0.1
H -11.614 -8.202 -19.152 -0.2 -0.1 0.0
H -9.755 -6.182 -19.573 0.7 0.5 -0.1
C -5.873 -6.537 -13.828 -0.2 -1.2 -0.7
C -4.515 -5.878 -13.892 0.1 -1.2 -0.5
O -4.411 -4.978 -12.849 0.5 1.6 1.0
H -6.004 -7.296 -13.056 0.4 0.3 0.6
H -6.026 -7.177 -14.697 -0.2 0.3 -0.4
H -6.684 -5.816 -13.724 0.1 0.1 -0.2
H -4.340 -5.370 -14.840 -0.4 0.4 0.0
H -3.667 -6.561 -13.859 -0.2 -0.5 0.1
H -4.146 -5.441 -12.051 -0.1 0.0 0.1
C -0.625 -12.379 -21.078 -0.4 -0.3 0.6
C -1.145 -12.909 -19.739 0.3 -0.1 -1.2
O -0.041 -13.544 -19.173 0.3 -0.2 0.3
H -0.181 -13.148 -21.710 0.0 -0.3 0.3
H 0.173 -11.705 -20.765 -0.2 0.5 -0.7
H -1.439 -11.961 -21.670 0.2 0.7 0.1
H -1.984 -13.593 -19.858 -0.3 -0.3 -0.1
H -1.507 -12.079 -19.132 0.0 0.3 0.2
H -0.276 -13.804 -18.279 -0.1 -0.2 0.6
C -5.915 -17.950 -17.969 0.7 -0.3 -0.1
C -4.823 -19.026 -18.048 -0.5 1.3 0.2
O -3.664 -18.436 -18.624 0.1 -0.8 0.3
H -6.340 -17.788 -18.960 -0.3 0.0 0.1
H -5.373 -17.048 -17.682 -0.3 0.2 0.2
H -6.651 -18.220 -17.213 -0.2 0.1 -0.2
H -5.202 -19.877 -18.614 0.4 -0.3 0.2
H -4.551 -19.239 -17.014 0.0 -0.7 -0.2
H -3.879 -18.129 -19.507 0.1 0.0 -0.7
C -0.838 -6.700 -14.824 0.5 0.9 -0.2
C 0.219 -5.896 -15.621 0.0 -1.0 1.5
O 0.545 -6.620 -16.766 -0.2 -0.8 -1.8
H -1.802 -6.664 -15.332 0.0 -0.4 0.0
H -0.980 -6.261 -13.837 0.0 0.3 0.0
H -0.468 -7.706 -14.626 -0.2 -0.1 -0.4
H 1.134 -5.950 -15.031 0.0 0.9 0.5
H -0.097 -4.886 -15.882 0.0 0.1 0.3
H 1.332 -6.263 -17.185 0.1 0.2 0.2
C -3.096 -4.500 -18.144 -0.2 0.6 0.3
C -1.771 -4.530 -18.845 0.5 -1.4 0.1
O -1.879 -3.639 -19.905 0.0 1.1 -0.9
H -3.203 -3.471 -17.801 -0.3 0.0 0.2
H -3.254 -5.169 -17.298 0.4 -0.1 -0.1
H -3.883 -4.668 -18.880 0.0 -0.1 0.0
H -1.532 -5.506 -19.268 -0.2 -0.5 0.2
H -0.902 -4.279 -18.237 -0.1 0.2 0.6
H -1.011 -3.589 -20.313 0.0 0.2 -0.3
```
Forces are in eV/Å.

The calculation puts the HOMO energy at -10.64 eV. For the LUMO energy, the calculation gives -5.2 eV. The HOMO-LUMO gap is 5.4 eV. Its spin multiplicity is 1. As for the net charge: +1.

These are the Mulliken partial charges, in e, on atoms 1 to 4: Sn 1.155; C -0.273; F 0.072; F 0.416